C6H18Cl2N9O3RbS as an isolated structure, computed with the ωB97M-V functional and the def2-TZVPD basis.

Strongest force on any atom, eV/A: 0.5
Total charge: 0
ΔE to the lowest compared entry with this formula, charge and spin, kJ/mol: 77.16

Last column: Löwdin charge in e.
Geometry (Å):
Rb (-0.026, 0.175, -0.778)  0.828
N (1.855, -1.336, 2.373)  0.006
N (0.685, -1.623, 3.095)  -0.037
C (-0.564, -1.221, 2.570)  -0.766
O (-1.477, -1.104, 3.427)  -0.072
O (-0.660, -1.011, 1.344)  -0.277
H (2.499, -2.113, 2.454)  0.075
H (2.312, -0.501, 2.725)  0.078
H (0.729, -1.530, 4.100)  0.120
C (-0.595, -3.860, -0.193)  -0.077
C (0.748, -3.232, -0.488)  -0.315
O (0.724, -2.442, -1.692)  -0.186
H (-0.550, -4.436, 0.733)  0.086
H (-0.899, -4.540, -0.995)  0.076
H (-1.350, -3.086, -0.064)  0.053
H (1.527, -3.997, -0.580)  0.113
H (1.025, -2.545, 0.309)  0.067
H (0.351, -2.993, -2.387)  0.081
Cl (-3.182, -0.566, -0.899)  0.563
C (-3.417, 0.152, -2.493)  -0.969
Cl (-1.930, 0.225, -3.464)  0.495
H (-3.771, 1.168, -2.370)  0.036
H (-4.119, -0.464, -3.040)  0.030
N (-2.644, 1.206, 2.080)  0.092
C (-1.647, 2.057, 2.378)  -1.011
N (-0.963, 1.764, 3.495)  0.101
S (-1.297, 3.412, 1.434)  0.488
H (-2.588, 0.258, 2.461)  0.076
H (-3.066, 1.347, 1.180)  0.040
H (-1.088, 0.847, 3.917)  0.082
H (-0.185, 2.351, 3.731)  0.085
N (3.622, 2.408, -4.003)  0.131
N (2.781, 2.797, -2.972)  -0.301
N (2.970, 3.896, -2.285)  0.124
C (2.004, 3.799, -1.381)  -0.195
N (1.267, 2.694, -1.544)  -0.055
N (1.800, 2.048, -2.562)  0.028
H (4.243, 3.193, -4.165)  0.097
H (3.057, 2.279, -4.837)  0.099
H (1.817, 4.527, -0.612)  0.112

One molecule with the formula C3H5N3S2 at a distorted geometry, computed with the ωB97M-V functional and the def2-TZVPD basis.

Strongest force on any atom, eV/A: 1.6
Total charge: 0
ΔE to the lowest compared entry with this formula, charge and spin, kJ/mol: 34.48
SMILES: CNc1n[nH]c(=S)s1

Last column: Löwdin charge in e.
Geometry (Å):
C (-2.168, -0.909, 0.139)  -0.102
C (-0.051, 0.324, -0.165)  -0.670
C (2.408, -0.096, -0.043)  -1.189
H (-1.984, -1.204, 1.149)  0.072
H (-1.899, -1.743, -0.532)  0.083
H (-3.230, -0.671, -0.014)  0.095
H (-1.803, 1.161, -0.024)  0.123
H (2.613, 1.931, 0.002)  0.133
N (-1.404, 0.270, -0.204)  -0.064
N (0.608, 1.443, -0.057)  0.044
N (1.979, 1.160, -0.044)  -0.096
S (3.980, -0.566, -0.003)  0.545
S (0.951, -1.100, -0.204)  1.026

C6H13CdOS as an isolated structure at a distorted geometry, computed with the ωB97M-V functional and the def2-TZVPD basis.

Strongest force on any atom, eV/A: 2.5
Total charge: +1

Last column: Löwdin charge in e.
Geometry (Å):
C (0.691, 2.514, -1.393)  -0.083
O (0.852, 1.533, -0.383)  -0.250
C (-0.053, 1.644, 0.700)  -0.236
C (-0.210, 0.265, 1.296)  -0.212
C (-0.949, -0.679, 0.350)  -0.317
C (-0.357, -2.097, 0.274)  -0.240
C (0.655, -2.234, -0.783)  -0.357
S (2.016, -1.340, -0.889)  1.128
H (1.170, 2.139, -2.292)  0.087
H (1.160, 3.456, -1.113)  0.095
H (-0.364, 2.694, -1.595)  0.091
H (0.314, 2.350, 1.445)  0.134
H (-1.020, 2.001, 0.334)  0.127
H (-0.774, 0.379, 2.225)  0.071
H (0.775, -0.110, 1.571)  0.111
H (-1.994, -0.792, 0.687)  -0.218
H (-0.965, -0.248, -0.650)  0.118
H (-1.135, -2.826, 0.059)  0.118
H (0.159, -2.374, 1.198)  0.149
H (0.794, -3.219, -1.214)  0.100
H (2.604, -2.103, -1.821)  -0.043
Cd (-3.368, -0.954, 1.994)  0.627

A 6-piece molecular cluster, C3H20N2O5 overall, computed with the ωB97M-V functional and the def2-TZVPD basis.

Strongest force on any atom, eV/A: 0.7
Total charge: 0
ΔE to the lowest compared entry with this formula, charge and spin, kJ/mol: 0.00
SMILES: CCNCN.O.O.O.O.O

Last column: Löwdin charge in e.
Geometry (Å):
C (-0.763, -2.118, -0.651)  -0.085
C (-0.853, -0.847, -1.470)  -0.276
N (0.460, -0.180, -1.522)  -0.099
C (0.468, 1.053, -2.338)  -0.303
N (1.420, 2.048, -1.911)  0.014
H (-0.223, -2.896, -1.192)  0.078
H (-1.738, -2.544, -0.408)  0.077
H (-0.251, -1.955, 0.297)  0.053
H (-1.262, -1.051, -2.465)  0.115
H (-1.527, -0.147, -0.975)  0.094
H (1.159, -0.837, -1.841)  0.111
H (-0.533, 1.479, -2.287)  0.112
H (0.702, 0.830, -3.382)  0.116
H (1.305, 2.299, -0.935)  0.045
H (2.385, 1.768, -2.021)  0.068
H (-2.480, 2.878, 0.709)  0.065
H (-1.361, 2.023, 0.122)  0.009
O (-2.301, 2.004, 0.329)  -0.054
H (0.635, 0.591, 0.273)  0.014
H (1.156, 0.714, 1.722)  0.041
O (0.634, 1.186, 1.058)  -0.079
H (-2.360, 0.438, 2.066)  0.040
H (-0.912, 0.843, 2.014)  -0.005
O (-1.564, 0.418, 2.613)  -0.083
H (1.865, -1.722, 1.623)  -0.014
H (2.094, -1.255, 0.175)  -0.012
O (2.405, -1.884, 0.829)  -0.074
H (-0.208, -0.809, 2.856)  0.028
H (0.907, -1.259, 3.821)  0.070
O (0.740, -1.069, 2.892)  -0.070

Number 1: highest occupied orbital energy -7.608 eV. Number 2: highest occupied orbital energy -8.015 eV. Number 3: highest occupied orbital energy -10.880 eV. Number 4: highest occupied orbital energy -9.713 eV.